(1)
The following is a DFT calculation (ωB97M-V with the def2-TZVPD basis set) of a 2-piece molecular cluster, C4H13N2OS overall in a non-equilibrium geometry.

Last column: natural (NBO) charge in e.
Element x y z (Å)
S1 0.785 2.808 -0.361  -0.743
O1 1.559 -3.528 0.305  -0.966
N1 0.731 -0.429 -0.320  -0.662
N2 -2.907 -1.231 -0.198  -0.837
C1 -0.570 -0.414 -0.975  -0.252
C2 -1.472 -1.509 -0.372  -0.231
C3 0.126 1.668 0.935  -0.555
C4 0.798 0.326 0.920  -0.234
H1 1.715 -2.921 -0.419  0.487
H2 0.409 -0.326 1.728  0.147
H3 -2.999 -0.658 0.642  0.347
H4 -1.051 0.564 -0.845  0.194
H5 1.382 -0.060 -0.999  0.378
H6 1.862 0.364 1.152  0.199
H7 -1.027 -1.786 0.583  0.182
H8 0.319 2.169 1.886  0.196
H9 -0.404 -0.519 -2.046  0.185
H10 1.066 -3.070 0.987  0.476
H11 -1.380 -2.393 -1.011  0.173
H12 -3.208 -0.626 -0.958  0.345
H13 -0.961 1.627 0.840  0.172

Forces on atoms 1 to 2 (eV/Å):
-0.111 -0.282 0.017
0.309 -1.077 0.134

Summary:
Frontier orbital gap in eV: 6.305
LUMO level in eV: 3.653
ΔE to the lowest compared entry with this formula, charge and spin in eV: 0.483
Calculated total energy in hartree: -743.161328
Total charge: -1

---

(2)
The following is a DFT calculation (ωB97M-V with the def2-TZVPD basis set) of a 2-piece molecular cluster, C4H13N2S overall in a non-equilibrium geometry.

Last column: natural (NBO) charge in e.
Element x y z (Å)
S1 0.666 0.412 -1.044  -0.711
N1 -1.651 -0.740 -3.001  -0.856
N2 1.897 0.527 1.896  -0.883
C1 -1.271 -1.506 -1.811  -0.227
C2 0.069 2.117 1.939  -0.629
C3 0.186 -1.313 -1.362  -0.538
C4 0.461 0.658 2.148  -0.229
H1 -1.572 0.243 -2.770  0.374
H2 2.214 -0.376 2.242  0.330
H3 -0.139 0.028 1.439  0.200
H4 -0.965 2.347 2.233  0.180
H5 -1.880 -1.214 -0.945  0.177
H6 -1.439 -2.576 -2.005  0.155
H7 -0.963 -0.929 -3.723  0.338
H8 0.217 0.414 3.191  0.156
H9 0.064 2.259 0.845  0.239
H10 0.849 -1.799 -2.104  0.160
H11 0.727 2.870 2.390  0.191
H12 2.133 0.467 0.896  0.400
H13 0.397 -1.889 -0.454  0.173

Forces on atoms 1 to 2 (eV/Å):
-0.144 -0.004 -0.856
-0.436 -0.385 0.220

Summary:
Frontier orbital gap in eV: 6.859
LUMO level in eV: 4.181
ΔE to the lowest compared entry with this formula, charge and spin in eV: 0.501
Calculated total energy in hartree: -667.919905
Total charge: -1

---

(3)
The following is a DFT calculation (ωB97M-V with the def2-TZVPD basis set) of one molecule with the formula C4H13N2S in a non-equilibrium geometry.

Last column: natural (NBO) charge in e.
Element x y z (Å)
S1 -1.078 -1.821 -2.488  -0.081
N1 -0.326 0.318 0.968  -0.656
N2 1.346 2.447 2.115  -1.110
C1 1.970 1.179 1.561  -0.327
C2 0.908 0.056 1.622  -0.242
C3 -1.424 -0.825 -0.904  -0.494
C4 -0.313 0.123 -0.492  -0.260
H1 -2.400 -0.371 -0.950  0.228
H2 0.697 -0.033 -0.892  0.212
H3 0.350 2.328 1.830  0.396
H4 -1.122 -0.077 1.437  0.384
H5 1.433 -0.830 1.187  0.175
H6 -0.539 1.111 -0.914  0.197
H7 1.802 3.312 1.709  0.263
H8 1.303 2.495 3.151  0.313
H9 2.935 0.886 1.960  0.236
H10 -1.989 -1.323 -3.340  0.133
H11 0.756 -0.310 2.656  0.214
H12 -1.629 -1.615 -0.192  0.215
H13 1.999 1.403 0.489  0.202

Forces on atoms 1 to 2 (eV/Å):
-0.123 0.678 0.798
0.436 0.519 -0.388

Summary:
Frontier orbital gap (spin up / spin down) in eV: 4.139 / 9.973
2S+1: 2
LUMO level (spin up / spin down) in eV: 0.730 / 0.645
⟨S²⟩: 0.75
ΔE to the lowest compared entry with this formula, charge and spin in eV: 2.744
Calculated total energy in hartree: -667.743479

---

- Which value of ΔE to the lowest compared entry with this formula, charge and spin does entry 2 give?
  0.501 eV

---

- The lowest ΔE to the lowest compared entry with this formula, charge and spin belongs to which entry?
  C4H13N2OS

---

- Which value of calculated total energy does entry 3 give?
  -667.743479 hartree